ORCA calculation (ωB97M-V/def2-TZVPD) on C48H96N2O12Rb2 as an isolated structure.

Values from the calculation:
HOMO-LUMO gap, hartree: 0.16321
Spin multiplicity: 1
Highest occupied orbital energy, eV: -5.339
Energy above the lowest of the compared OMol25 structures with the same formula, charge and spin, kcal per mole: 92.5

XYZ file:
```
160
Properties=species:S:1:pos:R:3:forces:R:3
Rb 3.0512 -1.4681 0.9756 -0.351 0.916 0.163
Rb 2.4602 3.0906 -0.1933 0.377 -0.406 0.243
C -1.6446 1.2561 2.1194 -0.536 -0.918 0.751
C -1.1153 -0.1876 1.8348 0.305 0.377 -0.990
C -2.2529 -1.1925 1.4696 -0.334 1.357 -0.114
C -2.9031 -0.9643 0.1259 -0.551 0.392 -0.094
C -1.8974 -1.1378 -0.9626 0.878 1.069 0.179
C -0.6378 -0.1640 -0.7632 -1.307 -0.618 0.746
N -0.1807 -0.1054 0.6958 1.825 -1.450 -1.397
O 1.0250 0.7181 0.9228 -1.583 -0.756 -0.520
C -1.1347 1.2068 -1.2868 0.244 0.740 0.479
C 0.3941 -0.7367 -1.7542 0.505 0.507 0.690
C -0.4204 -0.8653 3.0662 1.218 1.299 -0.041
H -0.9088 2.0489 2.2534 0.450 -0.572 0.039
H -2.2292 1.1592 3.0343 -0.264 0.468 0.204
H -2.3050 1.6283 1.3361 -0.116 -0.356 -0.129
H -3.0936 -0.9970 2.1352 0.292 -0.555 0.860
H -1.8321 -2.1962 1.5300 -0.273 -0.094 0.172
H -3.3977 0.0070 0.1179 0.379 0.483 -0.048
H -3.7845 -1.5931 -0.0001 0.144 -0.630 -0.039
H -2.2612 -0.8360 -1.9448 -0.286 -0.316 -0.127
H -1.6551 -2.2004 -0.9763 0.544 -0.065 -0.154
H -0.5318 2.0109 -0.8648 0.265 -0.009 0.175
H -2.1521 1.4348 -0.9692 -0.112 -0.207 0.167
H -1.1319 1.3904 -2.3612 0.177 -0.560 -0.242
H -0.0566 -0.8309 -2.7422 0.006 0.148 0.072
H 0.7546 -1.7297 -1.4857 -0.177 -0.158 0.347
H 1.2726 -0.0951 -1.8220 0.066 0.169 -0.097
H -0.0065 -1.8502 2.8497 -0.487 -0.185 -0.364
H -0.9223 -0.8839 4.0335 -0.925 -0.198 -0.343
H 0.4713 -0.3138 3.3644 0.277 0.351 -0.424
C 6.2432 1.2031 3.2067 0.077 1.287 -0.584
C 5.2288 2.2858 2.6385 0.499 0.311 -1.320
C 5.3532 3.5725 3.4709 0.510 0.338 0.676
C 6.5012 4.5866 3.1799 -2.069 -0.743 0.359
C 6.5370 5.0239 1.7361 0.120 -0.753 0.310
C 6.4666 3.7516 0.8110 0.616 -0.163 -1.062
N 5.3926 2.7426 1.1883 -0.789 0.425 0.390
O 5.1234 1.7357 0.1679 0.318 0.716 1.219
C 7.9395 3.2036 0.8107 0.056 -0.080 -0.304
C 6.1197 4.3234 -0.6263 0.449 -0.677 0.948
C 3.7805 1.7366 2.8645 0.612 0.578 0.286
H 7.2371 1.6349 3.3242 0.142 0.201 -0.371
H 6.3500 0.3572 2.5276 -0.262 -0.136 0.189
H 6.0217 0.9521 4.2440 -0.609 -0.474 -0.141
H 5.5264 3.2627 4.5015 -0.210 -0.145 0.303
H 4.4070 4.1133 3.4937 -0.176 0.026 -0.315
H 7.4226 4.1164 3.5232 0.275 0.252 -0.300
H 6.2792 5.4503 3.8067 0.319 0.039 0.260
H 7.4538 5.6134 1.7420 0.644 -0.493 -1.091
H 5.8545 5.8082 1.4087 -0.947 -0.389 0.477
H 8.6580 4.0207 0.7456 -0.108 0.315 0.037
H 8.2284 2.5687 -0.0269 -0.575 -0.304 -0.070
H 8.2025 2.6668 1.7221 -0.256 -0.034 0.042
H 5.0804 4.6500 -0.6616 -0.036 0.193 0.190
H 6.2551 3.6312 -1.4573 0.144 -0.216 0.294
H 6.7783 5.1810 -0.7640 -0.069 0.138 -0.217
H 3.6955 0.6537 2.7745 0.002 0.103 -0.186
H 2.9977 2.2455 2.3021 0.276 -0.216 -0.378
H 3.5044 1.9953 3.8868 0.142 -0.299 0.370
C 2.6305 -4.8473 4.7405 0.870 -0.395 -0.457
C 2.2871 -3.3770 4.7408 0.228 0.367 0.097
O 3.0523 -2.5648 4.2452 -0.805 -0.345 0.170
C 0.9222 -3.0339 5.3298 0.508 0.060 0.338
H 3.6045 -5.0112 4.2794 0.091 0.342 -0.073
H 1.9442 -5.4276 4.1238 -0.422 0.029 0.295
H 2.7282 -5.2953 5.7293 -0.516 0.164 0.123
H 0.8034 -2.0202 5.7125 0.322 0.186 -0.540
H 0.7090 -3.6619 6.1949 -0.069 -0.395 -0.254
H 0.2018 -3.2214 4.5336 -0.192 -0.035 0.183
C -0.6227 -2.4249 -7.7370 0.432 1.450 0.382
C -1.0224 -1.2254 -6.7950 0.546 0.252 0.195
O -1.1979 -0.0823 -7.1637 0.152 -0.909 -0.706
C -1.1259 -1.4795 -5.3114 -0.075 -1.640 0.057
H -1.2845 -3.2855 -7.8342 -0.420 0.409 0.149
H 0.3194 -2.8324 -7.3701 0.092 0.076 0.286
H -0.3851 -1.9658 -8.6966 -0.348 -0.229 -0.149
H -0.6491 -2.4214 -5.0402 0.210 -0.116 -0.066
H -2.1866 -1.6921 -5.1778 -0.247 0.334 0.447
H -0.7434 -0.7357 -4.6125 -0.328 0.390 -0.635
C 2.3257 -3.4684 -3.2158 -0.785 1.256 0.458
C 2.9570 -2.3985 -4.0772 0.970 -1.165 -2.006
O 2.5125 -2.2142 -5.2024 0.037 0.390 1.220
C 4.3387 -1.8779 -3.7074 -0.146 0.750 -0.037
H 1.2476 -3.3272 -3.2931 -0.093 -0.258 -0.170
H 2.5546 -3.2632 -2.1701 0.326 -0.617 0.102
H 2.5843 -4.4605 -3.5860 0.228 0.096 0.253
H 4.3466 -1.1964 -2.8567 -0.246 -0.035 0.243
H 4.7478 -1.3010 -4.5368 -0.131 -0.151 -0.079
H 5.0416 -2.6745 -3.4637 -0.225 -0.265 -0.009
C -1.8990 6.6856 -0.9932 1.424 0.540 -0.882
C -1.1140 5.6375 -0.1612 -1.766 0.522 -0.193
O 0.0868 5.6091 -0.2087 0.414 -0.420 0.126
C -1.9973 4.7105 0.6604 0.498 0.550 -0.147
H -1.1254 7.2250 -1.5398 0.228 -0.006 -0.070
H -2.4332 7.5118 -0.5241 -0.282 -0.593 0.711
H -2.5064 6.2787 -1.8017 -0.302 -0.466 0.369
H -1.4628 3.8750 1.1124 -0.086 0.029 -0.250
H -2.8471 4.4293 0.0385 0.061 -0.334 0.055
H -2.4101 5.3345 1.4531 -0.067 0.019 0.182
C -4.9981 -4.8477 3.2510 1.109 0.448 0.710
C -3.8297 -4.7858 4.2825 -1.313 -1.255 0.925
O -3.9031 -5.4208 5.3233 -0.084 0.411 -0.812
C -2.6170 -3.9599 4.0089 -0.664 -0.082 -0.076
H -4.9808 -5.8084 2.7363 0.168 0.075 -0.109
H -4.8576 -4.0178 2.5586 -0.298 -0.164 -0.249
H -5.9550 -4.7763 3.7680 0.139 0.096 0.056
H -2.9487 -2.9285 3.8893 0.272 0.151 -0.097
H -2.2206 -4.3160 3.0580 0.453 0.204 0.010
H -1.9701 -4.0811 4.8778 0.216 0.100 -0.378
C -6.3121 4.5084 -2.5440 1.207 -0.057 -0.350
C -5.1407 3.5721 -2.8657 -1.018 0.596 -0.265
O -4.3021 3.9734 -3.6407 0.309 -0.291 0.297
C -5.1730 2.1606 -2.3647 1.214 -0.122 -0.246
H -6.9077 4.5090 -3.4568 -0.458 -0.155 0.227
H -5.8331 5.4875 -2.5440 -0.332 0.187 0.387
H -6.8638 4.2844 -1.6310 -0.052 0.029 -0.258
H -4.1899 1.7510 -2.5969 0.039 -0.195 0.022
H -5.8846 1.6031 -2.9736 -0.335 -0.038 0.369
H -5.3146 2.0694 -1.2878 -0.493 0.019 -0.130
C -1.1560 -7.9925 -1.1293 -0.143 0.930 0.470
C -1.5511 -6.5052 -1.0979 -2.415 0.102 0.987
O -2.5434 -6.1060 -0.4793 1.619 -0.714 -0.703
C -0.7661 -5.5691 -1.9685 0.394 0.022 0.780
H -1.8879 -8.6217 -0.6229 -0.354 0.195 -0.507
H -0.2564 -8.1756 -0.5416 0.412 0.278 -0.322
H -0.9885 -8.2192 -2.1822 0.057 -0.502 0.146
H -1.0797 -5.7061 -3.0034 0.452 -0.145 -0.098
H 0.2704 -5.8219 -1.7451 0.315 0.019 -0.833
H -0.8931 -4.5221 -1.6933 -0.364 -0.107 0.077
C -1.3575 1.4777 6.1561 -0.624 -0.278 0.046
C -0.7556 2.7247 5.5363 0.323 -2.343 0.181
O -1.2414 3.7702 5.8091 -0.307 2.193 -0.182
C 0.5157 2.4938 4.7326 0.064 1.121 0.771
H -1.7733 0.8182 5.3944 0.575 -0.327 -0.183
H -2.2342 1.6887 6.7684 0.216 0.519 0.137
H -0.6201 0.9870 6.7914 0.054 -0.317 -0.257
H 0.4802 1.6662 4.0241 0.044 0.274 0.049
H 1.2838 2.3310 5.4887 0.093 -0.679 0.164
H 0.8705 3.4504 4.3490 -0.357 -0.094 -0.730
C -1.5727 3.1860 -5.8651 0.707 0.128 -0.317
C -0.5097 4.1818 -5.3671 -1.307 2.136 -0.821
O -0.2541 5.2586 -5.9291 -0.374 -2.424 0.870
C 0.1125 3.8513 -4.0338 0.508 0.573 -0.137
H -2.0216 3.4250 -6.8292 0.208 0.451 0.101
H -2.3755 3.0748 -5.1363 0.110 0.105 0.205
H -1.1084 2.2105 -6.0098 0.046 -0.182 0.199
H 0.7912 3.0227 -4.2361 0.049 -0.227 0.467
H -0.5910 3.6404 -3.2284 -0.240 -0.471 -0.339
H 0.6679 4.7256 -3.6943 0.259 -0.072 -0.185
C -4.6660 -3.7559 -2.8327 0.137 -0.441 -0.160
C -5.8877 -4.1737 -2.0613 -0.829 -1.189 -0.453
O -6.9666 -4.2197 -2.6298 0.633 0.580 0.162
C -5.7970 -4.7710 -0.6969 -0.182 0.261 1.933
H -3.7716 -3.4650 -2.2817 -0.401 0.706 0.271
H -5.0216 -3.1089 -3.6346 0.479 0.262 0.148
H -4.2903 -4.6639 -3.3044 -0.277 -0.334 -0.272
H -5.3009 -5.7357 -0.5901 0.207 0.000 -0.612
H -6.7778 -4.8765 -0.2331 -0.329 -0.201 -0.620
H -5.3179 -4.1519 0.0616 0.637 0.376 -0.360
```
Positions in Å, forces in eV/Å.